1.
DFT (ωB97M-V/def2-TZVPD) results for a structure of composition C19H26N3ReSbSe4.

Each line ends with the Löwdin charge.
Atoms and positions in Å:
Re (9.465, 9.327, 7.360)  0.981
C (11.871, 13.833, 8.033)  -0.059
C (12.250, 12.411, 7.626)  -0.228
C (12.364, 11.411, 8.780)  -0.229
C (13.664, 11.171, 9.215)  -0.068
C (13.985, 10.276, 10.240)  -0.042
C (12.930, 9.640, 10.889)  -0.060
C (11.651, 9.850, 10.473)  -0.239
C (10.533, 8.987, 11.112)  -0.210
C (9.769, 9.703, 12.238)  -0.067
C (11.320, 10.729, 9.419)  -0.248
N (10.045, 10.696, 8.756)  -0.111
C (9.292, 11.793, 8.834)  -0.010
C (8.281, 11.874, 7.883)  -0.316
C (7.419, 12.868, 7.429)  0.027
C (6.654, 12.307, 6.365)  -0.038
C (7.154, 11.049, 6.164)  -0.148
N (8.158, 10.781, 7.043)  -0.221
H (11.875, 14.415, 7.101)  0.093
H (12.565, 14.217, 8.743)  0.073
H (10.871, 13.841, 8.446)  0.048
H (13.109, 12.377, 7.000)  0.086
H (11.492, 12.084, 6.924)  0.085
H (14.456, 11.787, 8.748)  0.133
H (15.008, 10.138, 10.601)  0.120
H (13.220, 8.992, 11.760)  0.145
H (11.025, 8.057, 11.502)  0.124
H (9.796, 8.691, 10.315)  0.064
H (10.508, 10.255, 12.763)  0.068
H (9.281, 8.949, 12.839)  0.076
H (9.030, 10.366, 11.830)  0.063
H (9.544, 12.648, 9.470)  0.153
H (7.425, 13.830, 7.931)  0.120
H (5.975, 12.758, 5.664)  0.107
H (6.994, 10.292, 5.374)  0.105
Se (11.374, 6.166, 6.457)  0.092
Sb (11.750, 7.864, 4.543)  0.470
Se (9.727, 9.319, 4.911)  0.040
Se (11.689, 8.066, 7.792)  0.099
Se (13.167, 9.234, 6.337)  0.142
C (6.598, 7.252, 9.150)  -0.026
C (7.831, 6.815, 8.358)  -0.623
C (8.828, 5.960, 9.267)  -0.022
C (7.539, 6.082, 7.034)  -0.058
N (8.570, 8.021, 8.005)  -0.176
H (6.109, 6.330, 9.347)  0.079
H (5.928, 7.879, 8.551)  0.093
H (6.805, 7.835, 10.041)  0.086
H (8.360, 5.066, 9.660)  0.088
H (9.243, 6.603, 10.088)  0.074
H (9.724, 5.672, 8.684)  0.021
H (6.817, 5.203, 7.129)  0.114
H (8.351, 5.699, 6.412)  0.039
H (7.060, 6.780, 6.292)  0.092

Cartesian forces (eV/Å) of the 6 atoms listed first:
-0.150 -2.794 0.287
-0.020 -0.592 -1.122
-1.625 -0.699 0.571
0.628 0.638 -0.367
1.151 0.384 0.334
-0.357 0.719 -0.032

Calculated values
* F_max: 3.037 eV/A
* net charge: +1
* LUMO: -0.15357 hartree
* orbital gap: 7.2 eV
* energy: -10827.9866 Eh

---

2.
DFT (ωB97M-V/def2-TZVPD) results for a structure of composition C10H10BrCdClO4.

Each line ends with the Löwdin charge.
Atoms and positions in Å:
C (1.421, -0.183, -2.375)  -0.162
C (0.711, 1.024, -2.344)  -0.244
C (1.196, 1.820, -1.222)  -0.391
H (-0.112, 1.318, -3.004)  0.041
C (2.197, 0.994, -0.552)  -0.203
C (2.346, -0.199, -1.275)  -0.165
H (3.041, -1.012, -1.053)  0.073
H (1.297, -0.993, -3.100)  0.078
H (1.146, 2.920, -1.158)  0.040
H (2.721, 1.274, 0.367)  0.069
Cd (-0.611, 2.098, 0.128)  1.153
Br (-2.649, 1.472, -1.284)  -0.338
C (-1.282, -1.757, 1.292)  -0.238
C (-0.052, -2.457, 1.117)  -0.229
C (0.030, -2.847, -0.256)  -0.244
H (0.701, -2.649, 1.876)  0.038
C (-1.178, -2.452, -0.907)  -0.232
C (-1.996, -1.791, 0.055)  -0.263
H (-2.982, -1.361, -0.128)  0.019
H (-1.635, -1.311, 2.223)  0.047
H (0.844, -3.411, -0.712)  0.041
H (-1.448, -2.677, -1.935)  0.043
O (-0.675, 3.546, 1.878)  -0.497
Cl (-0.755, 2.446, 2.904)  0.683
O (0.030, 2.777, 4.051)  -0.330
O (-2.131, 2.172, 3.223)  -0.330
O (-0.176, 1.240, 2.192)  -0.456

Cartesian forces (eV/Å) of the 6 atoms listed first:
-0.185 0.940 0.149
0.559 -0.276 -0.252
-0.176 -0.604 0.279
0.469 -0.162 0.268
0.273 -0.309 -0.583
-0.245 1.031 0.301

Calculated values
* F_max: 2.431 eV/A
* net charge: -2
* LUMO: 0.18769 hartree
* energy above the lowest of the compared OMol25 structures with the same formula, charge and spin: 1.3757 eV
* orbital gap: 4.8 eV
* energy: -3889.6748 Eh

---

3.
DFT (ωB97M-V/def2-TZVPD) results for a structure of composition C5H9N.

Each line ends with the Löwdin charge.
Atoms and positions in Å:
C (-0.359, -0.436, 2.069)  -0.185
N (-0.668, 0.113, 0.750)  -0.100
C (-0.083, -0.494, -0.308)  -0.519
C (0.729, -1.604, -0.278)  0.015
C (0.062, 1.729, -1.333)  0.032
C (-0.223, 0.296, -1.532)  0.027
H (-1.200, -0.214, 2.748)  0.062
H (-0.376, -1.519, 2.094)  0.051
H (0.488, 0.114, 2.457)  0.067
H (0.286, 2.177, -0.368)  0.097
H (1.492, -1.613, -1.039)  0.028
H (0.892, -2.152, 0.634)  0.025
H (-1.081, 1.409, -1.302)  0.170
H (0.641, 2.230, -2.090)  0.093
H (-0.598, -0.037, -2.501)  0.139

Cartesian forces (eV/Å) of the 6 atoms listed first:
-1.748 0.774 -0.633
-0.263 -0.333 -0.834
-1.938 0.405 2.441
0.339 0.050 -1.231
0.470 -2.205 -0.185
2.791 1.607 1.524

Calculated values
* F_max: 3.563 eV/A
* LUMO: -0.05419 hartree
* energy above the lowest of the compared OMol25 structures with the same formula, charge and spin: 6.5022 eV
* orbital gap: 4.9 eV
* energy: -250.4280 Eh

---

4.
DFT (ωB97M-V/def2-TZVPD) results for a cluster of 7 separate species, C4H22O6 in total.

Each line ends with the Löwdin charge.
Atoms and positions in Å:
C (1.222, -0.514, -1.803)  -0.080
C (2.165, -0.665, -0.601)  -0.459
C (2.930, -1.989, -0.674)  -0.095
C (3.128, 0.510, -0.398)  -0.084
H (0.222, -0.291, -1.416)  0.044
H (1.423, 0.150, -2.639)  0.081
H (0.993, -1.513, -2.179)  0.059
H (1.524, -0.692, 0.282)  0.121
H (3.864, -1.982, -0.095)  0.066
H (3.265, -2.257, -1.675)  0.077
H (2.412, -2.791, -0.143)  0.075
H (3.591, 0.793, -1.342)  0.080
H (2.549, 1.362, -0.024)  0.049
H (3.840, 0.335, 0.404)  0.070
H (-2.800, 0.823, -2.769)  0.045
H (-1.768, 1.321, -1.779)  0.036
O (-2.716, 1.352, -1.966)  -0.053
H (-1.706, -2.837, -2.913)  0.038
H (-1.544, -1.674, -1.777)  -0.031
O (-1.437, -1.944, -2.701)  -0.075
H (0.281, 2.082, 2.173)  0.004
H (1.620, 2.630, 1.514)  0.023
O (0.666, 2.706, 1.549)  -0.052
H (-2.729, -1.755, 0.392)  0.065
H (-2.846, -0.744, -0.860)  0.036
O (-2.263, -1.230, -0.261)  -0.048
H (-1.013, 0.552, 3.784)  -0.009
H (0.307, 0.569, 4.559)  0.030
O (-0.457, 0.018, 4.365)  -0.062
H (-2.574, 0.954, 1.965)  0.052
H (-1.733, 2.169, 1.387)  0.047
O (-1.775, 1.477, 2.049)  -0.049

Cartesian forces (eV/Å) of the 6 atoms listed first:
-1.329 -0.944 0.693
0.689 0.127 -0.088
0.875 -0.204 0.923
-0.974 0.397 0.174
0.078 0.675 -0.070
0.547 0.108 0.159

Calculated values
* structure (SMILES): CC(C)C.O.O.O.O.O.O
* F_max: 1.771 eV/A
* LUMO: 0.00692 hartree
* energy above the lowest of the compared OMol25 structures with the same formula, charge and spin: 1.3433 eV
* orbital gap: 11.1 eV
* energy: -617.0053 Eh

---

Q: What is the F_max in the second record?
A: 2.431 eV/A